Entry 1:
Molecular formula: C16H38Cl12O10
Method: DFT, the ωB97M-V functional and the def2-TZVPD basis

Last column: Mulliken charge in e.
Geometry (Å):
C -0.9422 -3.4428 1.1835  0.2591
Cl -0.5005 -4.2572 -0.2938  -0.0437
Cl 0.4030 -3.6950 2.2475  -0.0908
Cl -1.2935 -1.7010 0.8896  0.8259
Cl -2.3310 -4.2086 1.9480  -0.0731
C 2.9896 -2.0729 1.4019  0.5579
Cl 3.4981 -1.0618 0.0102  -0.2970
Cl 4.2828 -2.2949 2.5150  -0.1152
Cl 1.4573 -1.4908 2.2233  -0.1451
Cl 2.6208 -3.6497 0.6250  -0.0664
C -4.9152 -1.3775 1.0865  -0.7131
C -4.1283 -0.1981 1.6807  -0.4389
O -2.9552 -0.0960 0.8693  -0.6394
O -4.0705 -2.5313 1.2163  -0.4513
H -5.2483 -1.3796 0.0486  0.0640
H -5.8983 -1.5771 1.5130  0.4166
H -3.6647 -0.4818 2.6256  0.3884
H -4.6702 0.7305 1.8603  0.4520
H -2.7214 -0.9393 0.4747  -1.3985
H -4.3032 -3.1975 0.5654  0.3470
C 1.3951 3.0097 0.7651  -0.4812
C -0.0393 3.4885 0.5601  -1.0989
O -0.6021 3.6770 1.8360  -0.5788
O 1.5833 1.7096 1.0117  -0.3242
H 1.8396 3.6146 1.5554  0.5854
H 1.9057 3.3655 -0.1298  0.1407
H -0.6249 2.8070 -0.0570  0.5781
H -0.1983 4.4387 0.0504  0.4250
H -0.2062 4.4677 2.2096  0.3659
H 2.0513 1.3799 0.2411  -0.1742
C -2.7403 -0.9117 -1.4781  -0.7698
C -3.6313 -0.8250 -2.6978  -0.9835
O -3.1839 -1.7333 -3.7547  -0.5343
O -2.9887 -1.9493 -0.6179  -0.4889
H -2.9211 0.0267 -0.9540  0.1377
H -1.6913 -1.0849 -1.7183  1.0331
H -3.5965 0.1483 -3.1873  0.3288
H -4.6776 -0.9018 -2.4024  0.4211
H -3.8504 -1.7368 -4.4456  0.3143
H -2.9279 -2.8479 -0.9504  0.5107
C 2.6329 0.0866 -3.9172  -0.9276
C 2.5119 -0.9714 -2.7654  -0.1196
O 3.6394 -1.7358 -2.4029  -0.5642
O 3.7526 0.8843 -3.5998  -0.5342
H 1.6728 0.5857 -4.0481  0.3749
H 2.8743 -0.4745 -4.8200  0.4021
H 1.6470 -1.6207 -2.9011  0.8626
H 2.1049 -0.3650 -1.9563  -1.0590
H 4.2874 -1.0285 -2.4406  0.5056
H 3.7656 1.6262 -4.2089  0.3006
C 4.0526 1.7511 1.2548  -0.4633
C 3.3932 0.9248 0.1555  1.5195
O 2.7248 1.6769 -0.8894  -0.6503
O 5.2981 2.3214 0.8948  -0.5946
H 4.2931 1.1335 2.1202  0.4172
H 3.4408 2.5865 1.5950  0.1377
H 2.6069 0.3149 0.6004  0.4729
H 4.1111 0.3343 -0.4137  0.2304
H 3.1520 2.5290 -1.0040  0.4394
H 5.7925 2.5262 1.6919  0.3538
Cl 0.9773 -1.8028 -0.7982  -0.3346
C 0.6283 -0.2555 -0.0633  0.4118
C -0.7285 0.2512 -0.6608  -0.3622
Cl -0.6778 0.5387 -2.4806  -0.3008
H 1.4646 0.3983 -0.3108  0.5023
H 0.5633 -0.4883 0.9995  0.0371
H -1.1704 1.1688 -0.2727  0.1544
H -1.4566 -0.5553 -0.5742  0.2303
Cl -1.4595 2.6144 3.5962  -0.2631
C -0.7854 1.4650 2.4611  0.8797
C -1.6141 0.1700 2.4698  0.0174
Cl -1.3894 -0.8269 3.9507  -0.1056
H 0.2576 1.2707 2.7111  0.3673
H -0.6150 1.8308 1.4485  -1.5959
H -1.5625 -0.4294 1.5609  0.8336
H -2.6898 0.3444 2.4902  0.1790

Atoms 1-6, force components in eV/Å:
C -0.1277 -0.4792 0.1637
Cl -0.8328 -1.0739 -1.0081
Cl -2.3712 -3.0451 1.4507
Cl 5.4151 -10.7525 2.8343
Cl 0.4185 -0.7378 0.0460
C -0.9906 -1.8219 -1.7854

Calculated values
Highest occupied orbital energy, eV: -8.28
Calculated total energy, eV: -187919.6260
Spin multiplicity: 1


Entry 2:
Molecular formula: C16H38ClN4O6
Method: DFT, the ωB97M-V functional and the def2-TZVPD basis

Last column: Mulliken charge in e.
Geometry (Å):
Cl 14.6871 -14.3879 23.7553  -0.9985
C 15.4329 -27.4845 26.4901  -0.7445
O 15.5735 -26.0701 26.5548  -0.3307
C 14.8771 -25.3336 25.4898  -0.4283
C 14.4723 -23.8578 25.8256  -0.4182
O 14.0009 -23.1947 24.7017  -0.3189
C 13.6437 -21.7771 24.8154  -0.7310
H 14.4166 -27.8734 26.4259  0.3217
H 16.0015 -28.0166 27.2528  0.2642
H 15.7362 -27.8362 25.5040  0.3223
H 13.9719 -25.7983 25.0990  0.2829
H 15.5661 -25.2212 24.6527  0.2918
H 15.2788 -23.3788 26.3808  0.3377
H 13.6289 -23.8952 26.5150  0.2907
H 13.8233 -21.2839 23.8602  0.2712
H 14.3418 -21.1916 25.4136  0.3154
H 12.6212 -21.6232 25.1604  0.2738
C 8.2822 -15.6661 21.9228  -0.9149
C 8.7902 -16.2404 20.5849  0.5859
O 8.1224 -16.9884 19.9388  -0.6207
N 10.0433 -16.0030 20.3195  -0.2329
C 10.7277 -16.4059 19.1158  -0.7906
H 7.9041 -14.6808 21.6501  0.2239
H 9.0758 -15.6762 22.6698  0.3524
H 7.4726 -16.3051 22.2755  0.2650
H 10.6963 -15.8763 21.0795  0.2734
H 10.1552 -16.2098 18.2092  0.2669
H 10.9430 -17.4679 19.2340  0.2812
H 11.6817 -15.8796 19.0823  0.3093
C 19.4811 -9.5642 23.4929  -1.0966
C 20.4898 -8.8784 24.4200  0.6901
O 21.6572 -8.7832 24.0743  -0.6306
N 19.9925 -8.2085 25.4683  -0.1871
C 20.8510 -7.4691 26.4421  -0.8272
H 19.2782 -10.5357 23.9434  0.2976
H 19.7914 -9.8431 22.4860  0.3068
H 18.5923 -9.0016 23.2072  0.3207
H 19.0158 -8.3935 25.6476  0.2553
H 21.6728 -8.0147 26.9057  0.2742
H 20.1620 -7.1695 27.2318  0.3387
H 21.1855 -6.5240 26.0142  0.2588
C 16.9671 -11.6995 29.7204  -1.1173
C 16.0208 -10.5140 29.5553  0.6949
O 16.2705 -9.4206 30.0077  -0.6539
N 15.0322 -10.6983 28.7121  -0.1852
C 13.9434 -9.8278 28.4930  -0.8558
H 16.3721 -12.5740 29.9836  0.3251
H 17.6479 -11.2813 30.4618  0.3003
H 17.4910 -11.9504 28.7981  0.3277
H 15.2993 -11.4263 28.0649  0.2759
H 13.1939 -9.8513 29.2841  0.2405
H 13.4474 -10.3012 27.6457  0.3590
H 14.3081 -8.8013 28.4554  0.2878
C 18.4738 -15.7535 18.7875  -1.1034
C 18.5115 -17.2689 18.7528  0.7663
O 19.2269 -17.8569 17.9593  -0.6719
N 17.8813 -17.8148 19.7246  -0.1971
C 17.7074 -19.2220 19.9909  -0.8921
H 18.4651 -15.1842 17.8580  0.3264
H 19.2422 -15.4088 19.4794  0.2459
H 17.4928 -15.4576 19.1592  0.3545
H 17.5848 -17.1411 20.4163  0.2384
H 18.4888 -19.7956 19.4924  0.3023
H 16.7614 -19.4633 19.5061  0.2947
H 17.4620 -19.5631 20.9966  0.3354

Atoms 1-6, force components in eV/Å:
Cl -0.0107 -0.0272 -0.0223
C -0.2695 0.0173 -1.6289
O -1.3510 0.7184 -0.2084
C 0.6425 0.6780 -0.3270
C -0.6001 -0.9957 1.9813
O 0.2488 1.2794 -1.3333

Calculated values
Highest occupied orbital energy, eV: -4.33
ΔE to the lowest compared entry with this formula, charge and spin, kcal per mole: 18.1
Calculated total energy, eV: -47976.1769
Net charge: -1
Spin multiplicity: 1


Entry 3:
Molecular formula: C16H38N6O9V
Method: DFT, the ωB97M-V functional and the def2-TZVPD basis

Last column: Mulliken charge in e.
Geometry (Å):
V -5.0182 -17.7986 -17.0038  1.9372
C -8.6924 -18.9803 -18.9700  -1.5315
C -8.2013 -18.4361 -17.6422  0.8885
C -8.9865 -18.7795 -16.4021  -0.8832
O -6.8134 -18.5396 -17.4746  -0.3498
H -8.8084 -20.0685 -19.0019  0.3482
H -7.9977 -18.7117 -19.7631  0.2879
H -9.6853 -18.5526 -19.1221  0.4174
H -8.3210 -17.3388 -17.7512  -0.2691
H -10.0731 -18.7119 -16.5207  0.4104
H -8.8228 -18.0413 -15.6118  -0.0553
H -8.7634 -19.7510 -15.9520  0.2185
N -2.5166 -15.7175 -15.6668  0.8922
O -3.3024 -16.5395 -16.2149  -0.6144
O -3.0128 -14.8052 -14.9666  -0.7634
O -1.3096 -15.8327 -15.8005  -0.6908
C -4.1035 -20.3703 -20.1759  -0.9554
C -4.2112 -20.6516 -18.6860  0.5547
O -4.1419 -19.7218 -17.8822  -0.6192
N -4.2526 -21.9284 -18.3214  -0.1973
C -4.1317 -22.3355 -16.9413  -0.8621
H -4.8723 -19.7138 -20.5638  0.1363
H -4.1359 -21.3104 -20.7341  0.4738
H -3.0805 -20.0178 -20.3055  0.2423
H -4.1977 -22.6811 -18.9810  0.2821
H -3.1787 -22.0732 -16.4765  0.3165
H -4.1764 -23.4259 -16.8925  0.3954
H -4.9197 -22.0228 -16.2566  0.1047
C -2.9276 -18.5666 -13.5866  -1.5786
C -4.0868 -19.2022 -14.2889  0.7767
O -4.3191 -19.0259 -15.4786  -0.2869
N -4.7376 -20.1322 -13.5462  -0.1473
C -5.9989 -20.7864 -13.9361  -1.0179
H -2.4184 -19.2618 -12.9227  0.4675
H -3.2760 -17.6835 -13.0447  0.3434
H -2.1627 -18.2442 -14.2925  0.2918
H -4.6805 -19.8602 -12.5733  0.2763
H -6.6576 -20.9099 -13.0777  0.3877
H -5.6976 -21.8029 -14.1875  0.3409
H -6.5190 -20.2126 -14.6984  0.2352
C -7.5176 -14.4087 -17.6747  -1.4535
C -6.0303 -14.7055 -17.8019  0.6723
O -5.6327 -15.8339 -17.4983  -0.0162
N -5.2314 -13.7135 -18.1564  -0.1441
C -3.7719 -13.6846 -18.1166  -0.5502
H -7.9950 -14.9743 -16.8800  0.1679
H -7.9222 -14.7190 -18.6409  0.3397
H -7.7426 -13.3646 -17.4558  0.4210
H -5.6109 -12.8084 -18.3834  0.2564
H -3.2770 -13.5705 -19.0786  0.2775
H -3.4395 -14.6489 -17.7277  -0.0495
H -3.4621 -12.9167 -17.4135  0.3464
O -5.9784 -16.9041 -15.2207  0.4587
C -6.2403 -16.3460 -14.1534  0.5134
N -5.4166 -15.4238 -13.6395  -0.2402
C -7.5000 -16.6098 -13.3526  -1.3083
H -5.6726 -14.6937 -13.0011  0.2113
H -4.5452 -15.2786 -14.1674  0.1392
H -7.4797 -17.6809 -13.1255  0.2320
H -8.4457 -16.4933 -13.8806  0.2473
H -7.5557 -16.0355 -12.4324  0.4346
O -4.1149 -17.4109 -18.9666  -0.7289
C -3.5675 -16.8437 -19.9258  0.7020
N -2.2993 -17.1596 -20.2156  -0.3132
C -4.3046 -15.8706 -20.7887  -1.2255
H -1.7389 -17.6049 -19.5075  0.2693
H -1.8443 -16.6202 -20.9359  0.2284
H -5.2112 -15.4565 -20.3647  0.0726
H -4.7406 -16.4782 -21.5936  0.3816
H -3.5911 -15.1452 -21.1717  0.4546

Atoms 1-6, force components in eV/Å:
V -1.8937 -0.0198 -0.3000
C -0.2139 -0.7294 0.3719
C 0.8945 2.4565 -0.1419
C -0.5694 -0.1497 0.9746
O 2.7496 -0.6808 0.5191
H 0.1083 -0.0010 0.1913

Calculated values
Highest occupied orbital energy (alpha / beta), eV: -10.97 / -11.11
Calculated total energy, eV: -70259.4461
Expectation value of S²: 2.007
Net charge: +1
Spin multiplicity: 3